[1]
Here is a structure of composition C22H33NO3P2Sr from the Open Molecules 2025 dataset. Energies are from wB97M-V/def2-TZVPD.

For the LUMO energy, the calculation gives -6.67 eV. The calculation puts the molar mass at 509.1 g mol⁻¹. The HOMO-LUMO gap is 5.148 eV. For the HOMO energy, the calculation gives -11.821 eV. The total charge is +2.

Atoms and positions in Å:
C1 -1.02839 -2.17192 -8.65744
C2 -1.72651 -1.38838 -9.51665
H1 -0.87103 -3.22039 -8.91554
H2 -0.52595 -1.76326 -7.77683
C3 -1.89399 0.02649 -9.26824
C4 -1.78218 0.53652 -8.01598
H3 -1.60398 -0.09647 -7.14239
H4 -1.98396 1.59791 -7.86366
C5 -2.32341 -1.98831 -10.77406
H5 -2.08484 -3.05400 -10.81475
H6 -1.95793 -1.52411 -11.69966
H7 -3.41947 -1.89728 -10.79154
C6 -2.21960 0.94020 -10.43294
H8 -3.13942 0.66462 -10.96554
H9 -1.41626 0.94886 -11.18450
H10 -2.33473 1.96413 -10.06873
Sr1 -0.25593 -0.46410 0.21107
O1 0.30492 -0.60993 -1.96255
C7 0.99274 -0.16481 -2.92068
O2 1.25527 1.45754 -0.45262
C8 1.94535 1.63276 -1.48458
O3 2.85797 2.57536 -1.59916
N1 1.88923 0.87595 -2.67630
C9 3.52935 2.45558 -2.91956
C10 2.74827 1.44742 -3.68968
H11 4.55679 2.08840 -2.77845
H12 3.54286 3.43498 -3.41363
H13 3.35955 0.66757 -4.13094
H14 2.14471 1.92412 -4.46286
C11 0.87699 -0.72999 -4.22758
C12 -0.02929 -1.71575 -4.48872
H15 1.55718 -0.39288 -5.00334
H16 -0.68097 -2.09495 -3.71212
H17 -0.11004 -2.19509 -5.46481
C13 3.17248 -0.95533 3.42656
P1 1.59530 -0.91051 2.53709
C14 1.62262 -2.68756 1.95685
C15 0.42212 -0.61317 3.92751
C16 0.54415 -1.31559 5.12978
C17 -0.21332 -0.91700 6.25314
C18 -1.06581 0.19707 6.21173
C19 -1.17203 0.94516 5.02995
C20 -0.44004 0.53764 3.90925
P2 -0.61433 1.43241 2.38815
C21 -2.44403 1.60660 2.23923
C22 0.57431 2.83182 2.59281
H18 3.97836 -1.21194 2.72730
H19 3.12894 -1.69641 4.23508
H20 3.36536 0.03678 3.84878
H21 1.96390 -3.35774 2.75562
H22 0.66230 -3.05607 1.56679
H23 2.36603 -2.76368 1.14505
H24 1.24210 -2.15504 5.19845
H25 -0.12473 -1.49237 7.17570
H26 -1.65171 0.49234 7.08614
H27 -1.82804 1.81662 4.97099
H28 -2.90698 2.12212 3.08779
H29 -2.70665 2.11198 1.29647
H30 -2.88947 0.59749 2.18878
H31 0.38958 3.42223 3.50348
H32 1.57963 2.38170 2.66324
H33 0.58045 3.45500 1.68374

***

[2]
Here is a structure of composition C22H34Cl2N5O4Pr from the Open Molecules 2025 dataset. Energies are from wB97M-V/def2-TZVPD.

For the LUMO energy (alpha / beta), the calculation gives -0.03 / -0.03 eV. The calculation puts the molar mass at 644.4 g mol⁻¹. The HOMO-LUMO gap (alpha / beta) is 7.315 / 7.324 eV. Its multiplicity is 3. For the HOMO energy (alpha / beta), the calculation gives -7.347 / -7.351 eV. The total charge is 0.

Atoms and positions in Å:
O1 0.32113 -1.19700 1.51459
C1 0.94310 -2.42672 1.28932
C2 2.22389 -2.36242 2.11377
C3 2.86847 -1.13996 2.38129
H1 2.50366 -0.18739 1.96278
C4 4.03235 -1.16590 3.14708
H2 4.55549 -0.22485 3.33273
C5 4.49784 -2.38875 3.65046
H3 5.40454 -2.41249 4.25240
C6 3.81237 -3.58454 3.39880
H4 4.14822 -4.53799 3.78617
C7 2.65087 -3.57215 2.63526
H5 2.05922 -4.45879 2.36860
H6 0.17068 -3.09374 1.71273
C8 -0.12922 -3.29657 -0.86596
C9 1.16951 -2.97475 -0.14423
H7 0.02887 -4.01357 -1.68306
H8 -0.60971 -2.42075 -1.33945
H9 -0.87124 -3.65863 -0.13223
C10 2.40059 -2.99464 -0.69327
C11 2.76151 -3.38974 -2.11182
H10 3.26125 -2.60730 -0.12474
H11 3.44639 -4.24957 -2.10179
H12 3.31156 -2.59846 -2.65677
H13 1.87742 -3.67742 -2.71034
Pr1 0.27830 0.36732 -0.32227
Cl1 2.74166 1.52107 -0.01423
Cl2 1.34508 -1.07408 -2.54846
C12 0.58809 1.71405 -3.02518
O2 -0.40235 1.55817 -2.24624
N1 0.41865 2.60409 -3.97498
C13 -0.94848 3.10942 -4.13352
C14 1.53180 3.08285 -4.74148
H14 1.51742 1.08299 -2.95757
H15 -1.62314 2.70133 -3.36385
H16 -1.28201 2.80771 -5.12720
H17 -0.91830 4.19743 -4.07840
H18 2.42362 2.67170 -4.25656
H19 1.49382 4.17001 -4.70108
H20 1.39476 2.68633 -5.74561
H21 -4.83565 -1.00888 -1.86918
H22 -5.55625 -1.05245 0.79161
C15 -4.12915 -1.76625 -1.50892
C16 -4.67069 -1.66863 0.96907
N2 -3.75314 -1.46963 -0.12662
H23 -3.23984 -1.76895 -2.15566
C17 -2.52235 -1.00185 0.06874
O3 -1.83013 -0.72429 -0.94425
H24 -4.14492 -1.36101 1.87836
H25 -2.16450 -0.90190 1.13176
H26 -4.61579 -2.74203 -1.49922
H27 -4.91947 -2.73141 0.98802
C18 -2.36467 5.16124 0.57401
N3 -1.68860 4.10133 1.30280
C19 -1.42417 4.19256 2.62737
C20 -0.77506 3.19776 3.28771
C21 -0.37489 2.04907 2.57485
N4 -0.68990 1.97059 1.27627
C22 -1.36000 2.98403 0.61156
O4 -1.68594 2.88320 -0.57360
N5 0.30509 1.06007 3.21563
H28 -1.73673 5.54774 -0.24191
H29 -2.57821 5.97200 1.27248
H30 -3.30871 4.81876 0.12691
H31 -1.75398 5.09656 3.10128
H32 -0.55890 3.24789 4.34148
H33 0.47382 1.22795 4.20765
H34 0.50505 0.12026 2.82611